ORCA calculation (ωB97M-V/def2-TZVPD) on a molecular structure, C12H14BeIN3O2.

Geometry as XYZ:
```
33
Properties=species:S:1:pos:R:3:forces:R:3:lowdin_charge:R:1
C 1.39913 1.61993 5.33616 -0.04 0.04 -0.06 -0.181
C -0.09419 1.80557 5.62166 0.07 0.00 0.03 -0.178
H 1.72318 0.59927 5.56703 -0.04 0.14 -0.07 0.061
H 2.00608 2.30549 5.93765 -0.09 -0.12 -0.05 0.061
H 1.62807 1.81103 4.28197 -0.03 -0.04 0.21 -0.008
H -0.70725 1.24610 4.90658 0.08 0.06 0.10 0.055
H -0.35244 1.45463 6.62681 0.01 0.07 -0.12 0.056
H -0.38294 2.86003 5.55341 0.03 -0.16 -0.03 0.060
C 2.46274 -1.23064 -1.38155 -0.53 0.21 0.07 -0.115
C 2.92415 -2.19915 -2.26552 -0.27 -0.10 -0.20 -0.029
C 2.01720 -2.80257 -3.13534 0.12 0.30 0.34 -0.038
C 0.68303 -2.41557 -3.08928 -0.16 0.24 0.20 -0.001
H 3.11461 -0.72002 -0.67649 -0.09 -0.06 -0.08 0.019
H 3.97478 -2.46975 -2.26617 -0.16 0.05 0.00 0.114
H 2.34173 -3.56264 -3.83924 -0.04 0.10 0.10 0.115
H -0.03769 -2.87293 -3.75743 0.13 0.06 0.09 0.105
N 1.17466 -0.85397 -1.33398 -0.63 -0.01 -0.01 0.091
C 0.28152 -1.43460 -2.17641 1.31 -0.10 0.26 -0.186
C -1.10581 -0.96018 -2.05362 -0.94 0.81 0.60 -0.170
N -1.32981 0.00237 -1.11047 0.20 -0.72 0.27 0.097
C -2.58131 0.47475 -0.95331 0.65 -0.21 -0.08 -0.074
C -3.43985 -0.95489 -2.67315 0.24 0.29 0.37 -0.031
C -3.65638 0.02744 -1.70743 0.04 -0.12 -0.18 -0.035
H -2.70027 1.23664 -0.19140 -0.01 -0.02 -0.07 0.126
H -4.64184 0.44650 -1.53481 0.15 -0.06 -0.03 0.114
C -2.15230 -1.44767 -2.84191 0.20 0.11 0.09 0.004
H -1.95719 -2.21131 -3.58583 -0.05 0.13 0.10 0.108
H -4.25610 -1.32944 -3.28249 0.11 0.05 0.09 0.118
Be 0.32342 0.61581 -0.03152 1.67 1.60 -2.17 0.215
I 2.47438 1.28230 1.23145 -0.48 -1.14 0.54 0.222
O 0.25356 4.30415 -0.48560 0.56 -0.91 -1.06 -0.035
N 0.12391 3.22006 -0.00600 -1.17 0.01 2.08 -0.271
O 0.48921 2.15325 -0.68379 -0.85 -0.51 -1.34 -0.391
```
Positions in Å, forces in eV/Å.

* total energy: -29738.392 eV
* gap between HOMO and LUMO: 6.1313 eV
* 2S+1: 1
* relative energy (zero: lowest compared OMol25 entry of this formula, charge and spin): 0.0 kcal per mole